# C12H18O2

The molecule C12H18O2 (the ωB97M-V functional and the def2-TZVPD basis, the OMol25 dataset).

Properties
Expectation value of S² = 2.013
Gap between HOMO and LUMO (alpha / beta) = 7.0 / 7.1 eV
ΔE to the lowest compared entry with this formula, charge and spin = 0.000 eV
2S+1 = 3

Each line ends with the Mulliken spin population.
CARTESIAN COORDINATES (ANGSTROEM)
C 1.810 -0.145 -0.482  0.106
C -0.646 -0.571 -0.055  -0.042
C 2.637 -1.196 0.140  0.651
C -0.410 1.673 -1.198  0.009
H 0.628 -1.023 2.502  0.006
H -0.833 2.076 1.033  0.004
C 1.054 -0.309 -1.832  0.038
C -2.080 -0.294 0.286  0.020
C -0.326 0.076 -1.530  -0.006
C 0.373 0.288 0.673  0.246
O 2.575 -2.402 -0.141  0.912
H -1.456 1.968 -1.371  -0.002
O 3.149 1.516 0.630  0.003
H 1.469 0.456 -2.547  -0.002
H 0.413 2.192 -1.780  0.001
H 0.521 -2.462 0.026  -0.003
H 3.214 -0.828 1.002  0.121
H 0.799 2.470 0.448  0.000
H -2.646 -0.856 -0.389  -0.002
H 1.704 0.467 2.320  -0.027
H 0.052 0.755 2.581  0.002
C -0.550 -2.144 0.141  0.007
H 1.111 -1.276 -2.321  0.010
C 0.769 0.077 2.100  -0.010
C 2.540 1.153 -0.350  -0.056
H -2.379 -0.811 1.251  0.000
H -0.941 -2.440 1.107  0.003
H -0.992 -0.176 -2.356  0.002
H -2.443 0.627 0.102  0.000
H -1.240 -2.500 -0.607  -0.001
C -0.012 1.774 0.266  -0.001
H 2.381 1.925 -1.171  0.009

# C32H77N2O3P

A cluster of 4 separate species, C32H77N2O3P in total (the ωB97M-V functional and the def2-TZVPD basis, the OMol25 dataset).

Properties
Gap between HOMO and LUMO = 8.9 eV
Charge = +2
ΔE to the lowest compared entry with this formula, charge and spin = 0.000 eV
2S+1 = 1

Each line ends with the Löwdin charge.
CARTESIAN COORDINATES (ANGSTROEM)
H -9.060 -15.331 -26.815  0.083
C -5.571 -17.469 -21.469  -0.255
H -13.368 -19.414 -21.759  0.113
C -7.750 -23.428 -19.735  -0.097
H -7.263 -18.516 -20.774  0.091
H -11.657 -18.232 -25.335  0.061
C -13.277 -15.472 -27.476  -0.048
C -6.768 -16.110 -26.950  -0.201
C -8.112 -20.970 -20.346  -0.246
C -6.048 -14.716 -23.976  -0.244
O -5.793 -13.353 -23.841  -0.187
H -11.704 -16.922 -27.492  0.103
H -8.850 -13.653 -26.234  0.110
H -7.937 -23.106 -23.740  0.079
H -13.429 -16.960 -21.853  0.085
H -4.967 -19.192 -20.251  0.072
C -8.498 -22.135 -19.451  -0.251
H -6.274 -19.530 -22.897  0.099
H -6.988 -18.233 -23.820  0.079
H -9.688 -24.345 -25.871  0.075
H -9.379 -24.859 -24.197  0.078
H -11.851 -19.437 -26.596  0.098
H -16.255 -18.852 -26.355  0.090
C -12.586 -17.490 -22.299  -0.100
H -6.735 -16.004 -28.035  0.126
H -7.713 -17.126 -21.704  0.113
H -9.757 -18.469 -21.465  0.104
H -10.165 -22.198 -24.031  0.107
C -7.276 -14.922 -24.845  -0.069
C -5.528 -16.819 -26.473  -0.045
H -10.034 -18.118 -23.144  0.080
C -12.391 -18.818 -25.889  0.001
H -7.444 -21.771 -22.232  0.092
C -8.324 -21.265 -21.820  -0.272
H -8.703 -20.101 -20.027  0.104
H -11.602 -20.045 -23.363  0.095
C -8.933 -24.406 -25.083  -0.094
C -9.422 -21.948 -24.796  -0.241
H -7.504 -22.788 -25.415  0.114
H -3.874 -13.379 -23.019  0.098
H -7.088 -20.645 -20.144  0.107
C -5.770 -13.603 -28.186  -0.047
C -10.319 -18.805 -29.205  -0.078
C -13.725 -18.491 -27.994  -0.072
H -14.037 -15.047 -26.823  0.085
H -12.100 -16.389 -25.876  0.124
H -8.212 -25.126 -25.472  0.078
C -12.667 -18.556 -29.073  -0.206
H -5.660 -17.351 -25.526  0.066
H -3.650 -18.135 -20.738  0.080
C -11.314 -19.707 -22.366  -0.230
H -10.314 -18.848 -30.301  0.101
C -10.002 -18.950 -22.418  -0.292
C -8.450 -14.430 -26.879  0.019
H -15.092 -16.842 -26.419  0.120
H -12.172 -18.777 -20.651  0.117
C -4.579 -18.593 -21.075  -0.086
H -6.630 -13.296 -28.774  0.079
N -7.102 -14.788 -26.344  -0.248
H -4.896 -11.997 -22.602  0.097
H -5.296 -14.487 -28.603  0.083
H -5.147 -17.070 -22.399  0.091
N -13.315 -17.921 -26.654  -0.245
H -7.427 -23.582 -20.770  0.063
H -5.191 -13.623 -21.877  0.090
H -4.318 -19.214 -21.931  0.069
O -11.541 -19.303 -28.691  -0.196
C -4.898 -13.067 -22.774  -0.064
H -6.480 -12.825 -26.323  0.142
H -9.155 -21.934 -22.064  0.097
H -8.377 -14.019 -27.881  0.099
H -10.143 -17.765 -28.911  0.081
H -7.885 -14.069 -24.538  0.139
C -12.525 -16.612 -26.850  -0.157
H -4.691 -16.143 -26.290  0.078
C -15.471 -18.768 -25.607  -0.050
H -11.719 -16.862 -22.078  0.078
H -7.993 -20.401 -25.190  0.105
H -5.126 -14.011 -26.213  0.119
H -13.784 -15.774 -28.394  0.085
H -6.305 -15.171 -23.007  0.113
C -12.423 -18.871 -21.710  -0.243
H -7.620 -16.788 -26.834  0.092
C -7.113 -18.822 -22.911  -0.255
H -8.911 -18.211 -25.714  -0.129
H -14.197 -17.156 -24.919  0.123
C -14.546 -17.589 -25.854  -0.164
H -8.367 -21.852 -18.407  0.116
H -5.242 -17.581 -27.195  0.096
H -14.142 -19.470 -27.772  0.144
H -12.708 -17.509 -23.383  0.041
H -5.161 -15.278 -24.304  0.118
H -12.594 -14.666 -27.738  0.094
H -5.029 -12.803 -28.221  0.100
H -5.487 -16.663 -20.741  0.113
H -9.567 -22.345 -19.564  0.110
H -12.978 -19.490 -25.267  0.092
H -15.938 -18.653 -24.628  0.093
O -9.389 -17.407 -25.467  -0.426
C -8.336 -23.031 -24.750  -0.255
H -13.185 -19.087 -29.890  0.148
H -9.524 -19.444 -28.832  0.093
C -6.056 -13.753 -26.702  -0.150
C -6.997 -17.952 -21.672  -0.250
C -8.923 -20.506 -24.621  -0.255
H -9.662 -19.800 -25.004  0.055
P -8.567 -19.875 -22.958  1.026
H -9.911 -21.997 -25.770  0.114
H -11.208 -20.565 -21.692  0.112
H -8.309 -24.320 -19.458  0.079
H -12.409 -17.583 -29.497  0.129
H -6.816 -23.475 -19.164  0.082
H -14.492 -17.809 -28.357  0.137
H -7.804 -15.858 -24.648  0.108
H -14.966 -19.733 -25.528  0.077

# C7H8

The molecule C7H8 (the ωB97M-V functional and the def2-TZVPD basis, the OMol25 dataset).

Properties
SMILES string = C#CC[C@H](C)C#C
Gap between HOMO and LUMO = 11.0 eV
ΔE to the lowest compared entry with this formula, charge and spin = 3.681 eV
2S+1 = 1

Each line ends with the natural charge from an NBO analysis.
CARTESIAN COORDINATES (ANGSTROEM)
H -0.651 -1.668 -1.100  0.210
H -0.540 -2.350 0.532  0.220
C -1.715 0.123 0.698  -0.011
H -0.096 0.790 -1.467  0.235
H 4.034 1.042 -0.500  0.238
H -0.042 1.888 -0.094  0.246
H -3.887 0.692 1.048  0.238
C -2.867 0.425 0.879  -0.237
C -0.127 -1.592 -0.141  -0.594
C 2.968 0.973 -0.491  -0.241
C 1.765 0.916 -0.484  -0.012
H 0.226 -0.153 1.419  0.235
C -0.299 -0.190 0.456  -0.282
C 0.300 0.911 -0.451  -0.465
H 0.934 -1.807 -0.304  0.221

# C44H54BN13OPTm

A structure of composition C44H54BN13OPTm (the ωB97M-V functional and the def2-TZVPD basis, the OMol25 dataset).

Properties
Expectation value of S² = 2.002
Gap between HOMO and LUMO (alpha / beta) = 5.9 / 5.9 eV
Charge = +2
2S+1 = 3

Each line ends with the Mulliken spin population.
CARTESIAN COORDINATES (ANGSTROEM)
H -5.026 -2.936 -3.638  0.000
H -5.237 1.017 -2.364  0.000
C 1.863 0.137 3.762  0.000
N -5.659 -0.401 -0.890  0.000
H -3.757 -3.725 -1.812  0.000
H -7.278 -1.683 -1.107  0.000
P -3.067 -1.429 -1.180  0.007
C -3.337 -3.775 2.557  0.000
H 5.551 11.070 -0.125  0.000
H 3.842 9.403 -0.370  0.000
C -4.200 -2.955 -1.171  0.000
H 1.443 -1.171 -2.249  0.001
N -0.366 -2.943 -1.952  0.003
C 4.748 9.045 1.558  0.000
C 3.702 -2.956 0.767  0.000
C -2.722 -1.409 3.330  0.000
C 1.894 1.899 2.132  -0.001
H -4.100 -3.975 3.280  0.000
C 0.773 -2.344 -5.455  0.000
C 2.226 3.179 1.644  0.000
H 4.978 -2.086 2.272  0.000
H -4.255 -3.337 -0.147  0.000
N -1.724 -2.728 1.406  0.001
H -0.792 -1.525 4.319  0.000
C -3.570 -0.899 -2.933  0.000
H 1.393 -1.601 -5.951  0.000
H 4.032 11.475 0.725  0.000
O 5.324 10.231 1.764  0.000
H 4.542 -3.603 0.492  0.000
Tm -0.295 -1.671 -0.062  2.026
H -2.083 0.639 3.463  0.000
C 2.929 5.233 1.222  -0.001
H -3.993 0.703 -0.351  0.000
H 0.920 -1.680 3.069  0.000
H -6.196 -2.063 0.254  0.000
C 3.964 -2.469 2.194  0.000
H -2.104 -0.935 5.343  0.000
H 2.382 -2.245 -3.311  0.000
H -3.134 -5.629 1.361  0.000
C -5.571 -2.230 -3.006  0.000
C 0.575 3.228 -1.726  0.000
H -3.097 -1.578 -3.652  0.000
H 4.490 6.157 3.303  0.000
C 3.670 -1.786 -0.216  0.000
C 0.399 -1.854 -4.054  0.000
H 3.364 -5.800 1.178  0.000
H 3.277 -1.670 2.458  0.000
H -1.999 -2.649 4.960  0.000
H -0.116 -2.505 -6.062  0.000
C 2.515 -5.212 0.900  0.000
H 3.852 -3.281 2.908  0.000
H -0.560 2.650 -3.452  0.000
H 3.608 -2.157 -1.237  0.000
H 1.334 -3.275 -5.402  0.000
H -2.037 -5.614 -2.619  0.000
C -5.689 0.026 -2.278  0.000
H -3.764 -1.387 3.669  0.000
C -1.843 -1.648 4.567  0.000
H 5.580 12.159 1.284  0.000
C 3.565 6.509 1.374  0.002
C 1.661 -1.430 -3.296  -0.002
N -5.534 -2.687 -1.627  0.000
H 2.823 -1.115 -0.023  0.000
H -6.732 0.085 -2.598  0.000
C 1.163 1.034 1.262  0.003
C 4.925 8.092 2.576  0.000
C 1.814 3.623 0.373  0.000
C 1.235 -5.642 0.651  0.000
H 2.761 2.044 4.107  0.000
H -3.206 0.119 -3.112  0.000
C -6.235 -1.731 -0.787  0.000
H -1.305 -5.807 -0.220  0.000
C 3.990 8.700 0.433  0.000
H -4.405 -0.664 0.726  0.000
C -0.177 2.363 -2.486  0.000
H 2.102 -0.270 4.732  0.000
C -2.601 -2.593 2.414  0.001
C -0.444 1.091 -1.980  -0.002
C 1.192 -0.659 2.826  0.000
N 0.482 -4.581 0.329  -0.001
H 0.815 4.229 -2.045  0.000
C 0.725 1.488 -0.034  -0.002
C -0.341 -2.917 -3.291  -0.002
H -0.255 -0.979 -4.167  0.000
B -0.981 -4.673 -0.150  -0.009
H 2.114 -0.568 -3.778  0.000
H 0.820 -6.632 0.672  0.000
H -1.573 -0.147 1.955  0.000
H -6.613 -2.190 -3.330  0.000
N 1.239 -3.444 0.365  -0.005
C -2.850 -4.620 1.586  0.000
N 2.928 4.227 2.163  0.000
H 4.588 -1.210 -0.119  0.000
H -1.039 0.392 -2.560  -0.001
C 2.483 -3.829 0.694  -0.001
N -1.058 -4.053 -1.576  -0.002
C 2.228 1.413 3.413  0.001
N 0.844 -0.235 1.620  -0.007
N -1.895 -3.982 0.895  -0.002
C 3.416 7.453 0.347  -0.001
C 5.101 11.284 0.848  0.000
H -3.254 0.368 2.188  0.000
C 1.038 2.797 -0.477  0.001
C -1.474 -4.703 -2.677  0.000
H -1.217 -4.266 -4.816  0.000
H 3.381 4.271 3.060  0.000
N -4.989 -0.905 -3.149  0.000
C -1.055 -4.010 -3.791  0.000
H 2.830 7.178 -0.515  0.000
C -2.387 -0.059 2.686  -0.001
N -0.014 0.644 -0.805  -0.003
C -4.343 -0.336 -0.318  -0.001
N 2.254 4.871 0.142  0.000
H 5.519 8.375 3.428  0.000
C 4.340 6.855 2.493  0.000

| no. | E (eV) |
| --- | --- |
| 1 | -16825.014 |
| 2 | -52829.475 |
| 3 | -7385.066 |
| 4 | -107412.940 |